Record 1
The following is a quantum chemistry calculation of the molecule C4H8N2O in a non-equilibrium geometry, from the Open Molecules 2025 dataset.

The calculation puts the energy above the lowest of the compared OMol25 structures with the same formula, charge and spin at 102.6 kcal per mole. Its total energy is -341.8401 a.u. The value obtained for the gap between HOMO and LUMO (spin up / spin down) is 7.724 / 7.708 eV. The LUMO energy (spin up / spin down) is 0.41 / 0.41 eV. The value obtained for the highest occupied orbital energy (spin up / spin down) is -0.2689 / -0.2682 Ha.

ORCA input file:
```
! RIJCOSX wB97M-V def2-TZVPD def2/J DEFGRID3
* xyz 0 1
C 0.94193 -0.18705 0.10317
C 2.04137 -1.14005 -0.25954
N -1.34092 1.61292 0.13452
N -0.21921 2.27348 -0.14672
C -1.46689 0.28485 0.17004
C -0.37322 -0.57741 0.00453
O -2.76794 -0.14346 0.08898
H -2.79047 -1.10541 0.12116
H -2.18275 2.09346 -0.18414
H 0.50589 2.07841 0.53629
H 1.24998 0.51051 0.86661
H -0.60979 -1.55801 -0.39986
H 2.88097 -0.59281 -0.68802
H 1.70374 -1.89298 -0.97086
H 2.42731 -1.65646 0.62383
*
```

---

Record 2
The following is a quantum chemistry calculation of a structure of composition C8H5Cl2LaNO3Sm in a non-equilibrium geometry, from the Open Molecules 2025 dataset.

The calculation puts the energy above the lowest of the compared OMol25 structures with the same formula, charge and spin at 0.0 kcal per mole. The expectation value of S² is 8.76. Its total energy is -2196.6829 a.u. The value obtained for the gap between HOMO and LUMO (spin up / spin down) is 4.974 / 6.395 eV. The LUMO energy (spin up / spin down) is -17.53 / -16.11 eV. The value obtained for the highest occupied orbital energy (spin up / spin down) is -0.8270 / -0.8270 Ha.

ORCA input file:
```
! RIJCOSX wB97M-V def2-TZVPD def2/J DEFGRID3
* xyz 4 6
Sm -0.80012 0.50943 -4.03786
La 1.15857 0.39656 -0.29575
Cl -0.22422 -1.27621 -2.08437
Cl 0.07033 2.20340 -2.12136
C 2.23417 2.60392 0.34907
C 0.67164 -1.00747 -4.99763
C 0.77863 1.59121 -5.44320
O 2.61260 3.67941 0.49698
O 1.44737 -1.85692 -5.21012
O 1.64041 2.17645 -5.96914
C -1.36061 -1.36296 3.62273
C -1.55886 0.00091 3.39391
C -0.99256 0.62952 2.29314
N -0.25086 -0.10192 1.38642
C -0.01046 -1.44362 1.61440
C -0.58158 -2.07629 2.72178
H -1.82275 -1.85510 4.49189
H -2.14994 0.60945 4.07409
H -1.05688 1.68837 2.02219
H 0.60229 -1.96239 0.84016
H -0.40719 -3.14574 2.85265
*
```

---

Record 3
The following is a quantum chemistry calculation of the molecule C6H10N2O2 in a non-equilibrium geometry, from the Open Molecules 2025 dataset.

The calculation puts the energy above the lowest of the compared OMol25 structures with the same formula, charge and spin at 31.0 kcal per mole. The expectation value of S² is 2.01. Its total energy is -494.3839 a.u. The value obtained for the gap between HOMO and LUMO (spin up / spin down) is 5.963 / 7.047 eV. The LUMO energy (spin up / spin down) is 0.63 / -3.25 eV. The value obtained for the highest occupied orbital energy (spin up / spin down) is -0.1960 / -0.3783 Ha.

ORCA input file:
```
! RIJCOSX wB97M-V def2-TZVPD def2/J DEFGRID3
* xyz 0 3
C 1.41334 1.47207 -0.32421
C 1.68565 -1.12044 -0.11328
C -2.55428 -0.18303 -1.13641
C 1.35280 0.27788 1.94591
C -1.11122 0.28186 -1.14497
C 0.97960 0.29025 0.41493
N 1.81141 2.35336 -0.94563
N -0.47895 0.14862 0.21978
O 0.87535 -2.18764 0.00012
O 2.85629 -1.23437 -0.41717
H -2.75840 -1.19259 -0.62457
H -3.11189 0.44358 -0.58471
H -3.05016 -0.13538 -2.07096
H 0.66902 -0.27080 2.42719
H 1.32272 1.36674 2.20541
H 2.40941 -0.14640 2.01238
H -0.91422 1.24420 -1.42018
H -0.44163 -0.28233 -1.74089
H -0.99853 0.76418 0.83614
H 0.04370 -1.88975 0.46112
*
```

---

Record 4
The following is a quantum chemistry calculation of a cluster of 5 separate species, C34H36BF4 in total, from the Open Molecules 2025 dataset.

Its total energy is -1741.5283 a.u. The value obtained for the gap between HOMO and LUMO is 6.885 eV. The LUMO energy is 2.26 eV. The value obtained for the highest occupied orbital energy is -0.1701 Ha.

ORCA input file:
```
! RIJCOSX wB97M-V def2-TZVPD def2/J DEFGRID3
* xyz -1 1
C -2.96874 -4.44406 -4.58137
C -1.79313 -3.55491 -4.18744
C -1.08283 -4.02619 -2.92414
C 0.35055 -3.50464 -2.73054
B 0.47791 -1.98981 -2.11716
C -0.23128 -0.83516 -3.02810
C -1.17643 0.06676 -2.54041
C -1.73766 1.06198 -3.32479
C -1.37974 1.19343 -4.65394
C -0.44624 0.31093 -5.17997
C 0.10817 -0.67821 -4.37719
H -3.63835 -3.93199 -5.27566
H -3.55551 -4.72559 -3.70764
H -2.62463 -5.34968 -5.08263
H -2.14284 -2.53171 -4.04905
H -1.07215 -3.51596 -5.00797
H -1.66579 -3.70691 -2.05010
H -1.09861 -5.12420 -2.90550
H 0.91247 -3.59863 -3.66850
H 0.84180 -4.18091 -2.02287
H 0.01724 -1.93338 -0.96808
H 1.67910 -1.68033 -2.07804
H -1.48294 -0.02975 -1.50393
H -2.46922 1.73494 -2.89061
H -1.81915 1.96818 -5.26848
H -0.16054 0.39555 -6.22141
H 0.83771 -1.36123 -4.79639
F 2.09771 -1.25202 3.57753
C 2.37598 -0.47701 2.48965
C 3.45025 0.38527 2.56430
C 3.73494 1.17130 1.45550
C 2.94462 1.08137 0.31680
C 1.86686 0.20598 0.27465
C 1.57701 -0.58986 1.37288
H 4.04706 0.43184 3.46586
H 4.57670 1.84851 1.48287
H 3.17054 1.69236 -0.54741
H 1.25845 0.11323 -0.61435
H 0.75749 -1.29535 1.34449
F -3.42186 -1.78490 6.71578
C -2.22535 -1.16721 6.83410
C -1.97793 -0.42417 7.97042
C -0.74795 0.20751 8.08859
C 0.20129 0.08807 7.08332
C -0.07420 -0.66629 5.94973
C -1.30054 -1.30308 5.81893
H -2.73611 -0.34564 8.73772
H -0.53353 0.79493 8.97187
H 1.15791 0.58378 7.18030
H 0.66313 -0.75932 5.16524
H -1.53962 -1.89584 4.94641
F 6.57799 2.98996 1.68486
C 6.48509 4.33296 1.61221
C 6.36237 4.92114 0.36991
C 6.26094 6.30285 0.30271
C 6.28401 7.06710 1.46134
C 6.40682 6.44609 2.69656
C 6.50773 5.06508 2.78174
H 6.34145 4.30322 -0.51724
H 6.15738 6.78218 -0.66140
H 6.20110 8.14382 1.40163
H 6.42124 7.03779 3.60210
H 6.59676 4.55697 3.73206
F -4.13998 -3.03362 -2.14896
C -4.92472 -1.95272 -1.99310
C -4.63367 -0.79900 -2.69454
C -5.46496 0.29783 -2.52321
C -6.55403 0.23883 -1.66340
C -6.81921 -0.93291 -0.96861
C -6.00231 -2.04238 -1.13200
H -3.77316 -0.75624 -3.34894
H -5.25185 1.20843 -3.06794
H -7.19145 1.10363 -1.53388
H -7.66308 -0.98579 -0.29294
H -6.18649 -2.96722 -0.60224
*
```

---

Record 5
The following is a quantum chemistry calculation of a structure of composition C5H13N2 in a non-equilibrium geometry, from the Open Molecules 2025 dataset.

The calculation puts the energy above the lowest of the compared OMol25 structures with the same formula, charge and spin at 84.1 kcal per mole. Its total energy is -307.4876 a.u. The value obtained for the gap between HOMO and LUMO is 10.294 eV. The LUMO energy is -3.47 eV. The value obtained for the highest occupied orbital energy is -0.5057 Ha.

ORCA input file:
```
! RIJCOSX wB97M-V def2-TZVPD def2/J DEFGRID3
* xyz 1 1
C -0.36811 -1.71218 0.35145
C 1.08430 -1.62760 -0.00278
C 0.21961 -0.43059 -0.30363
C 0.20256 1.02925 1.76928
C 0.32825 0.98218 0.22236
N -0.35051 -0.25344 -2.13137
N -0.76167 1.70871 -0.31865
H -0.88783 -2.38299 -0.27831
H -0.84198 -1.66242 1.31880
H 1.91039 -1.52824 0.60180
H 1.31486 -2.34577 -0.75548
H -0.79831 0.64783 2.01613
H 0.08941 2.10085 2.05360
H 1.04357 0.61075 2.46540
H 1.28516 1.41334 -0.02002
H -0.20866 -1.22564 -2.52664
H 0.24064 0.47245 -2.45297
H -1.64573 1.34385 0.03642
H -1.24294 0.09681 -1.86086
H -0.61301 2.76285 -0.18451
*
```

---

Copy entry 2 word for word.
The following is a quantum chemistry calculation of a structure of composition C8H5Cl2LaNO3Sm in a non-equilibrium geometry, from the Open Molecules 2025 dataset.

The calculation puts the energy above the lowest of the compared OMol25 structures with the same formula, charge and spin at 0.0 kcal per mole. The expectation value of S² is 8.76. Its total energy is -2196.6829 a.u. The value obtained for the gap between HOMO and LUMO (spin up / spin down) is 4.974 / 6.395 eV. The LUMO energy (spin up / spin down) is -17.53 / -16.11 eV. The value obtained for the highest occupied orbital energy (spin up / spin down) is -0.8270 / -0.8270 Ha.

ORCA input file:
```
! RIJCOSX wB97M-V def2-TZVPD def2/J DEFGRID3
* xyz 4 6
Sm -0.80012 0.50943 -4.03786
La 1.15857 0.39656 -0.29575
Cl -0.22422 -1.27621 -2.08437
Cl 0.07033 2.20340 -2.12136
C 2.23417 2.60392 0.34907
C 0.67164 -1.00747 -4.99763
C 0.77863 1.59121 -5.44320
O 2.61260 3.67941 0.49698
O 1.44737 -1.85692 -5.21012
O 1.64041 2.17645 -5.96914
C -1.36061 -1.36296 3.62273
C -1.55886 0.00091 3.39391
C -0.99256 0.62952 2.29314
N -0.25086 -0.10192 1.38642
C -0.01046 -1.44362 1.61440
C -0.58158 -2.07629 2.72178
H -1.82275 -1.85510 4.49189
H -2.14994 0.60945 4.07409
H -1.05688 1.68837 2.02219
H 0.60229 -1.96239 0.84016
H -0.40719 -3.14574 2.85265
*
```